[1]
The following is a quantum chemistry calculation of a 2-piece molecular cluster, C4H7ClOS overall at a distorted geometry, from the OMol25 dataset.

Geometry as XYZ:
```
14
C4H7ClOS (ωB97M-V with the def2-TZVPD basis set)
C 1.592 -2.699 1.012
C 0.152 1.250 0.119
C -0.213 1.733 -1.287
C -1.264 1.153 -0.424
O 0.427 -2.530 0.978
S -1.950 -0.370 -0.872
Cl -2.475 -1.296 0.881
H 2.209 -3.229 0.255
H 2.423 -2.255 1.786
H 0.826 0.317 0.346
H 0.383 2.097 0.911
H -0.197 2.822 -1.449
H 0.034 1.171 -2.173
H -1.947 1.834 -0.082
```

For the gap between HOMO and LUMO, the calculation gives 9.1 eV. The charge is 0. The calculation puts the relative energy (zero: lowest compared OMol25 entry of this formula, charge and spin) at 60.3 kcal per mole. The structure (SMILES) is ClSC1CC1.C=O. For the HOMO energy, the calculation gives -8.647 eV.

Atom-resolved charges from natural (NBO), all expressed in e:
1 C 0.30
2 C -0.42
3 C -0.40
4 C -0.44
5 O -0.48
6 S 0.30
7 Cl -0.17
8 H 0.10
9 H 0.08
10 H 0.24
11 H 0.22
12 H 0.23
13 H 0.22
14 H 0.22

---

[2]
The following is a quantum chemistry calculation of a 12-piece molecular cluster, H25O12 overall at a distorted geometry, from the OMol25 dataset.

Geometry as XYZ:
```
37
H25O12 (ωB97M-V with the def2-TZVPD basis set)
O -0.370 1.932 1.538
H 0.397 -3.774 -0.432
H 1.611 -0.912 1.855
O -2.044 -1.309 -0.716
H -1.760 -0.728 -1.334
H -2.247 -2.237 -0.830
O -1.126 0.327 -2.763
H -0.170 3.346 -1.311
O 1.687 0.681 -3.156
H -0.032 0.325 -2.686
H 2.622 0.556 -3.700
O -1.103 3.012 -2.581
H -1.914 3.448 -2.539
H -1.107 2.088 -2.549
O -0.367 -0.466 1.321
H -0.120 -3.986 2.136
H -1.163 -0.630 1.813
O 2.494 -0.564 2.017
H 3.079 -1.129 2.630
H 0.107 2.614 0.834
O -2.839 -1.143 2.084
H -0.447 0.870 1.273
H -3.120 -1.362 2.962
O 0.507 3.366 -0.613
H -0.911 0.659 -3.783
H 1.226 3.859 -0.769
O 0.769 -3.430 -1.213
H 1.789 -3.511 -1.166
H -0.859 -0.862 0.394
O 0.197 -4.203 1.326
H 1.316 0.107 -2.531
H 0.688 1.680 1.790
O 1.868 2.817 2.556
H -3.093 -1.874 1.434
H 1.982 2.414 3.424
H -0.376 -4.836 1.130
H 2.830 2.855 2.155
```

For the gap between HOMO and LUMO (alpha / beta), the calculation gives 2.6 / 10.6 eV. The charge is 0. The calculation puts the relative energy (zero: lowest compared OMol25 entry of this formula, charge and spin) at 98.8 kcal per mole. Its spin multiplicity is 2. For the HOMO energy (alpha / beta), the calculation gives -2.452 / -10.558 eV.

Atom-resolved charges from natural (NBO), all expressed in e:
1 O -0.93
2 H 0.48
3 H 0.50
4 O -1.04
5 H 0.51
6 H 0.47
7 O -1.04
8 H 0.51
9 O -1.07
10 H 0.43
11 H 0.50
12 O -0.97
13 H 0.48
14 H 0.50
15 O -1.04
16 H 0.45
17 H 0.51
18 O -1.02
19 H 0.48
20 H 0.55
21 O -1.04
22 H 0.50
23 H 0.47
24 O -1.00
25 H 0.48
26 H 0.48
27 O -0.99
28 H 0.47
29 H 0.50
30 O -0.98
31 H 0.44
32 H 0.53
33 O -0.97
34 H 0.45
35 H 0.49
36 H 0.44
37 H 0.49

---

[3]
The following is a quantum chemistry calculation of C27H41MnNP2 as an isolated structure at a distorted geometry, from the OMol25 dataset.

Geometry as XYZ:
```
72
C27H41MnNP2 (ωB97M-V with the def2-TZVPD basis set)
P 2.267 3.838 -0.956
P 2.482 0.722 -2.771
C 3.610 3.280 -2.063
C 3.197 2.374 -3.227
H 4.384 2.831 -1.420
H 3.977 4.232 -2.468
H 2.453 2.856 -3.879
H 4.092 2.140 -3.818
C 4.014 -0.089 -2.168
H 3.759 -1.117 -1.886
H 4.448 0.416 -1.293
H 4.749 -0.114 -2.980
C 2.222 0.021 -4.424
H 3.195 -0.051 -4.928
H 1.543 0.676 -4.987
H 1.773 -0.971 -4.300
C 3.054 4.833 0.310
H 2.294 5.125 1.044
H 3.468 5.716 -0.191
H 3.849 4.256 0.801
C 1.332 4.949 -2.034
H 0.969 4.429 -2.931
H 1.982 5.788 -2.306
H 0.471 5.313 -1.463
Mn -3.163 -0.975 0.799
C 0.335 -0.151 -1.401
C 1.276 -0.363 -0.442
C 2.169 0.632 0.204
C 1.678 1.304 1.513
C 0.589 2.304 1.384
C -0.115 2.729 0.327
C 0.062 2.366 -1.102
C -0.516 1.065 -1.673
C -2.718 0.559 2.025
H -0.126 -1.087 -1.768
H 1.393 -1.398 -0.077
H 2.449 1.455 -0.485
H 3.140 0.134 0.402
H 1.453 0.512 2.247
H 2.555 1.806 1.965
H 0.542 2.958 2.270
H -0.866 3.506 0.503
H 1.145 2.269 -1.332
H -0.336 3.196 -1.701
H -1.546 0.936 -1.285
H -0.675 1.199 -2.770
H -3.791 0.783 2.174
H -2.136 1.376 1.589
H -2.260 0.123 2.926
C -1.768 -6.382 -0.359
C -1.104 -5.221 -0.790
C -1.284 -4.007 -0.133
C -2.150 -3.953 0.993
C -2.799 -5.130 1.446
C -2.632 -6.326 0.744
N -2.411 -2.736 1.585
C -3.217 -2.605 2.755
C -4.601 -2.346 2.537
C -5.467 -2.301 3.630
C -4.957 -2.435 4.930
C -3.571 -2.521 5.146
C -2.690 -2.592 4.063
H -1.639 -7.333 -0.881
H -0.446 -5.278 -1.655
H -0.784 -3.090 -0.467
H -3.463 -5.067 2.319
H -3.188 -7.201 1.079
H -4.978 -2.307 1.496
H -6.541 -2.209 3.451
H -5.641 -2.424 5.784
H -3.185 -2.580 6.166
H -1.608 -2.650 4.205
```

For the gap between HOMO and LUMO (alpha / beta), the calculation gives 6.2 / 5.7 eV. The charge is 0. The calculation puts the relative energy (zero: lowest compared OMol25 entry of this formula, charge and spin) at 60.5 kcal per mole. Its spin multiplicity is 6. For the HOMO energy (alpha / beta), the calculation gives -6.649 / -6.652 eV.

Atom-resolved charges from Mulliken, all expressed in e:
1 P 1.81
2 P 1.60
3 C -1.03
4 C -1.26
5 H 0.27
6 H 0.61
7 H 0.34
8 H 0.57
9 C -1.64
10 H 0.37
11 H 0.35
12 H 0.47
13 C -1.44
14 H 0.43
15 H 0.37
16 H 0.37
17 C -1.57
18 H 0.35
19 H 0.45
20 H 0.35
21 C -1.67
22 H 0.39
23 H 0.49
24 H 0.39
25 Mn 0.32
26 C -0.34
27 C -0.38
28 C 0.31
29 C -1.08
30 C -0.65
31 C -0.35
32 C 0.28
33 C -1.07
34 C -0.96
35 H 0.58
36 H 0.34
37 H -1.20
38 H 0.56
39 H 0.46
40 H 0.45
41 H 0.41
42 H 0.35
43 H -1.36
44 H 0.73
45 H 0.14
46 H 0.45
47 H 0.37
48 H 0.33
49 H 0.11
50 C -0.52
51 C -0.46
52 C -0.14
53 C 0.12
54 C -0.18
55 C -0.61
56 N -0.59
57 C 0.87
58 C 0.10
59 C -0.82
60 C -0.44
61 C -0.49
62 C -0.56
63 H 0.34
64 H 0.38
65 H 0.21
66 H 0.35
67 H 0.34
68 H 0.37
69 H 0.37
70 H 0.37
71 H 0.37
72 H 0.45

---

[4]
The following is a quantum chemistry calculation of C32H55ClN2O6ScSi as an isolated structure at a distorted geometry, from the OMol25 dataset.

Geometry as XYZ:
```
98
C32H55ClN2O6ScSi (ωB97M-V with the def2-TZVPD basis set)
Sc 0.112 -1.230 -1.196
Cl -1.718 -1.789 -2.616
N -0.870 -2.760 0.273
N 0.670 0.390 -2.828
C -0.105 -3.663 0.837
C 1.702 0.140 -3.589
C -2.225 -2.885 0.836
C -1.955 -3.701 2.103
C -3.125 -3.675 -0.104
C -2.802 -1.510 1.087
H -2.723 -4.685 -0.259
H -3.184 -3.166 -1.073
H -4.120 -3.752 0.348
H -2.062 -0.889 1.599
H -3.709 -1.606 1.697
H -3.057 -1.018 0.140
C -0.003 1.610 -3.336
C 0.724 1.858 -4.660
C 0.217 2.742 -2.358
C -1.493 1.389 -3.540
H -1.660 0.509 -4.166
H -1.914 2.276 -4.031
H -2.006 1.229 -2.585
H 1.289 2.958 -2.257
H -0.161 2.468 -1.369
H -0.296 3.645 -2.715
O 1.826 0.891 -4.676
H 1.172 2.855 -4.750
H 0.103 1.650 -5.540
O -0.628 -4.303 1.872
H -2.655 -4.525 2.284
H -1.871 -3.073 3.001
C 1.261 -3.996 0.333
C 2.694 -0.946 -3.330
C 1.930 -2.173 -2.946
H 3.326 -0.610 -2.492
H 3.319 -1.082 -4.219
C 1.561 -2.394 -1.602
C 1.254 -3.690 -1.138
H 1.533 -1.157 -0.569
C 0.815 -4.619 -2.086
C 0.897 -4.286 -3.443
C 0.201 -5.918 -1.655
C 1.493 -3.105 -3.892
H 0.517 -4.997 -4.180
C 1.627 -2.808 -5.355
H 1.282 -3.668 -5.939
H 2.666 -2.595 -5.638
H 1.019 -1.938 -5.646
H 0.813 -6.440 -0.910
H 0.086 -6.573 -2.527
H -0.801 -5.770 -1.223
H 1.483 -5.048 0.555
H 1.982 -3.363 0.871
C -2.851 0.877 3.689
C -2.607 2.040 2.736
C -3.739 2.174 1.722
C -2.494 3.312 3.564
O -1.371 1.838 1.985
Si 0.057 1.325 1.391
O -0.110 0.210 0.255
O 0.873 2.641 0.778
C 0.659 4.045 1.133
C -0.709 4.481 0.625
C 0.752 4.225 2.641
C 1.770 4.815 0.421
O 0.909 0.827 2.731
C 2.338 0.513 2.742
C 2.718 -0.367 1.558
C 3.162 1.791 2.698
C 2.594 -0.226 4.053
H -3.715 1.117 4.327
H -1.977 0.713 4.331
H -3.089 -0.047 3.152
H -4.681 2.380 2.249
H -3.551 3.002 1.025
H -3.862 1.249 1.144
H -1.699 3.221 4.313
H -2.323 4.197 2.941
H -3.442 3.465 4.101
H -1.489 3.827 1.033
H -0.906 5.517 0.939
H -0.745 4.437 -0.470
H 1.768 4.016 2.991
H 0.507 5.267 2.895
H 0.046 3.566 3.161
H 2.759 4.487 0.768
H 1.716 4.668 -0.665
H 1.669 5.888 0.631
H 2.605 0.177 0.610
H 3.775 -0.664 1.638
H 2.113 -1.282 1.551
H 2.978 2.399 3.592
H 4.233 1.537 2.678
H 2.932 2.370 1.795
H 2.331 0.404 4.911
H 2.007 -1.151 4.102
H 3.658 -0.487 4.134
```

For the gap between HOMO and LUMO (alpha / beta), the calculation gives 3.8 / 3.8 eV. The charge is -1. For the HOMO energy (alpha / beta), the calculation gives -1.180 / -1.185 eV.

Atom-resolved charges from Mulliken, all expressed in e:
1 Sc -0.85
2 Cl -0.56
3 N 0.94
4 N 0.77
5 C 0.41
6 C 0.40
7 C 1.21
8 C -0.78
9 C -1.51
10 C -1.39
11 H 0.38
12 H 0.11
13 H 0.46
14 H -0.28
15 H 0.57
16 H 0.17
17 C 1.76
18 C -0.78
19 C -1.15
20 C -2.12
21 H 0.52
22 H 0.45
23 H 0.12
24 H 0.49
25 H -0.64
26 H 0.49
27 O -0.47
28 H 0.27
29 H 0.39
30 O -0.48
31 H 0.33
32 H 0.33
33 C -1.57
34 C -1.45
35 C 0.80
36 H 0.33
37 H 0.31
38 C 0.56
39 C 0.37
40 H -0.06
41 C 1.04
42 C -1.89
43 C -1.52
44 C 1.02
45 H 0.16
46 C -1.59
47 H 0.46
48 H 0.29
49 H 0.19
50 H 0.28
51 H 0.48
52 H 0.10
53 H 0.39
54 H 0.30
55 C -1.45
56 C 1.74
57 C -1.33
58 C -1.75
59 O 1.64
60 Si -3.51
61 O 3.17
62 O -0.32
63 C 1.67
64 C -1.24
65 C -1.21
66 C -1.71
67 O -0.07
68 C 2.63
69 C -1.56
70 C -1.70
71 C -2.17
72 H 0.47
73 H 0.26
74 H 0.21
75 H 0.38
76 H 0.26
77 H 0.15
78 H 0.33
79 H 0.24
80 H 0.55
81 H -0.10
82 H 0.49
83 H 0.18
84 H 0.24
85 H 0.47
86 H -0.12
87 H 0.33
88 H 0.21
89 H 0.40
90 H -0.08
91 H 0.59
92 H 0.10
93 H 0.34
94 H 0.52
95 H 0.05
96 H 0.44
97 H 0.33
98 H 0.36

---

[5]
The following is a quantum chemistry calculation of C7H12GaO3 as an isolated structure at a distorted geometry, from the OMol25 dataset.

Geometry as XYZ:
```
23
C7H12GaO3 (ωB97M-V with the def2-TZVPD basis set)
C 2.172 -1.290 -1.460
C 2.827 -1.822 -2.516
H 1.760 0.166 -1.176
H 2.275 -1.719 -0.461
H 2.948 -2.903 -2.617
H 3.141 -1.200 -3.357
H 1.286 -1.858 -2.056
O -3.284 -0.638 3.705
C -2.896 -0.570 2.508
O -3.318 -1.374 1.635
O -1.958 0.327 2.223
C -1.423 0.341 0.901
C -0.423 1.483 0.826
C 0.124 1.727 -0.518
C 1.462 1.690 -0.854
Ga -4.263 -1.991 2.949
H -2.236 0.482 0.176
H -0.933 -0.620 0.693
H 0.371 1.398 1.580
H -0.959 2.437 1.029
H -0.603 1.845 -1.330
H 1.741 2.154 -1.806
H 2.191 1.932 -0.075
```

For the gap between HOMO and LUMO (alpha / beta), the calculation gives 7.9 / 5.6 eV. The charge is +2. The calculation puts the relative energy (zero: lowest compared OMol25 entry of this formula, charge and spin) at 45.3 kcal per mole. Its spin multiplicity is 2. For the HOMO energy (alpha / beta), the calculation gives -15.861 / -15.861 eV.

Atom-resolved charges from Mulliken, all expressed in e:
1 C -0.35
2 C -0.41
3 H 0.20
4 H 0.39
5 H 0.33
6 H 0.29
7 H 0.30
8 O -0.27
9 C 0.90
10 O -0.16
11 O -0.25
12 C -0.49
13 C -0.41
14 C -0.07
15 C -1.03
16 Ga 0.48
17 H 0.39
18 H 0.33
19 H 0.37
20 H 0.34
21 H 0.35
22 H 0.41
23 H 0.36

---

[6]
The following is a quantum chemistry calculation of an isolated ion of composition C3H4NS and charge +1 at a distorted geometry, from the OMol25 dataset.

Geometry as XYZ:
```
9
C3H4NS (ωB97M-V with the def2-TZVPD basis set)
C 1.371 -0.634 0.578
C 1.466 0.988 2.365
C -0.561 0.836 0.338
N 0.356 -0.232 -0.017
S 0.050 1.658 2.026
H 1.820 -1.534 0.318
H -0.768 1.575 -0.536
H -1.523 0.284 0.504
H -0.283 -0.717 -0.722
```

For the gap between HOMO and LUMO, the calculation gives 8.9 eV. The charge is +1. The calculation puts the relative energy (zero: lowest compared OMol25 entry of this formula, charge and spin) at 120.1 kcal per mole. For the HOMO energy, the calculation gives -15.028 eV.

Atom-resolved charges from natural (NBO), all expressed in e:
1 C 0.25
2 C -0.04
3 C -0.34
4 N -0.52
5 S 0.44
6 H 0.22
7 H 0.29
8 H 0.26
9 H 0.45

---

[7]
The following is a quantum chemistry calculation of a 2-piece molecular cluster, C7H7BrOS overall at a distorted geometry, from the OMol25 dataset.

Geometry as XYZ:
```
17
C7H7BrOS (ωB97M-V with the def2-TZVPD basis set)
C 0.427 0.064 1.397
C -0.848 -0.328 1.728
C 0.709 0.274 0.078
C -1.698 -0.815 0.702
C -0.249 0.161 -0.926
C -1.377 -0.509 -0.633
C 0.001 0.583 -2.291
O -5.444 -1.067 -1.246
S -4.669 -2.162 -0.587
Br -2.106 -1.493 -2.152
H 1.082 0.371 2.218
H -1.095 -0.328 2.773
H 1.601 0.726 -0.259
H -2.529 -1.474 0.855
H -0.948 0.848 -2.586
H 0.779 1.344 -2.416
H 0.412 -0.253 -2.885
```

For the gap between HOMO and LUMO (alpha / beta), the calculation gives 7.5 / 7.5 eV. The charge is 0. The calculation puts the relative energy (zero: lowest compared OMol25 entry of this formula, charge and spin) at 28.1 kcal per mole. The structure (SMILES) is Cc1ccccc1Br.O=S. For the HOMO energy (alpha / beta), the calculation gives -8.814 / -8.765 eV.

Atom-resolved charges from natural (NBO), all expressed in e:
1 C -0.20
2 C -0.21
3 C -0.19
4 C -0.23
5 C -0.06
6 C -0.04
7 C -0.63
8 O -0.69
9 S 0.67
10 Br 0.04
11 H 0.22
12 H 0.22
13 H 0.21
14 H 0.22
15 H 0.23
16 H 0.22
17 H 0.23

---

- What is the charge in the fifth record?
  +2